{"formula": "C22H30F18N7O13S6", "method": "ωB97M-V/def2-TZVPD", "symbols": ["N", "H", "H", "H", "H", "C", "C", "C", "O", "C", "N", "H", "H", "H", "H", "H", "H", "H", "H", "H", "H", "H", "H", "C", "N", "C", "C", "C", "C", "C", "C", "C", "C", "N", "C", "C", "C", "H", "H", "H", "H", "H", "H", "H", "H", "H", "H", "H", "H", "H", "H", "C", "F", "F", "F", "S", "O", "O", "N", "S", "O", "O", "C", "F", "F", "F", "C", "F", "F", "F", "S", "O", "O", "N", "S", "O", "O", "C", "F", "F", "F", "C", "F", "F", "F", "S", "O", "O", "N", "S", "O", "O", "C", "F", "F", "F"], "coordinates": [[-0.8841, -0.1048, -0.5330], [-1.6402, 0.5673, -0.8940], [-0.7236, -0.9563, -1.1472], [-1.0997, -0.3589, 0.4237], [-0.0627, 0.5202, -0.4541], [-0.8904, 3.6082, -0.1492], [-2.1643, 4.3317, 0.2284], [-2.1726, 4.9941, 1.6001], [-3.4375, 5.6265, 1.7089], [-4.0262, 5.7146, 2.9800], [-2.4286, 5.4021, -0.8339], [-3.0267, 5.1088, -1.6216], [-3.0419, 6.1534, -0.4770], [-1.6383, 5.9271, -1.2153], [-0.7582, 3.4116, -1.2151], [-0.8315, 2.6492, 0.3544], [-0.0218, 4.2325, 0.0677], [-3.0881, 3.7663, 0.1062], [-1.4474, 5.8117, 1.6316], [-2.0399, 4.2666, 2.3990], [-4.4839, 4.7676, 3.2878], [-4.8516, 6.4238, 2.9440], [-3.3441, 6.0353, 3.7727], [-1.6317, -6.1137, 2.2452], [-0.3642, -5.3411, 2.2402], [-0.4029, -4.0412, 1.9543], [0.7192, -3.2824, 1.6693], [1.9340, -3.9559, 1.8276], [1.9787, -5.3333, 2.0771], [0.8036, -6.0093, 2.3022], [3.1570, -3.2267, 1.4258], [3.6679, -2.2484, 2.2956], [4.9059, -1.7064, 2.0317], [5.6585, -2.2032, 1.0312], [5.1684, -3.0712, 0.1339], [3.8877, -3.5554, 0.2970], [6.8961, -1.4778, 0.6739], [-1.4686, -7.0805, 1.7790], [-2.4217, -5.6531, 1.6569], [-2.0111, -6.1757, 3.2627], [-1.3371, -3.5333, 1.7489], [0.6536, -2.2333, 1.4191], [2.9558, -5.7912, 2.0377], [0.7230, -7.0712, 2.4773], [2.9722, -1.8537, 3.0198], [5.3466, -0.9430, 2.6532], [5.7399, -3.2268, -0.7685], [3.4680, -4.0830, -0.5500], [7.6362, -2.2022, 0.3485], [7.2338, -0.8727, 1.5105], [6.7030, -0.7548, -0.1187], [1.3671, -1.9877, -3.9357], [0.3213, -2.2319, -4.7113], [2.4196, -2.4156, -4.5811], [1.3363, -0.6797, -3.7022], [1.1496, -2.9077, -2.3034], [1.3397, -4.2823, -2.6843], [2.1075, -2.3849, -1.3564], [-0.3980, -2.5504, -1.7065], [-1.4282, -3.6877, -2.1437], [-1.3772, -3.9912, -3.5443], [-1.6103, -4.7432, -1.1816], [-3.0358, -2.7005, -2.0350], [-4.0174, -3.5405, -2.3065], [-3.1849, -2.2443, -0.7870], [-3.0090, -1.7121, -2.8877], [-1.3513, 1.8898, -3.9004], [-0.2506, 1.9626, -3.1434], [-1.1311, 2.6008, -4.9802], [-1.6126, 0.6303, -4.2080], [-2.8401, 2.5198, -2.8781], [-2.4589, 3.9108, -2.6677], [-3.9791, 2.2904, -3.7260], [-2.7765, 1.6225, -1.4589], [-4.2851, 1.8256, -0.8829], [-4.7069, 3.2015, -0.7865], [-5.2931, 0.8883, -1.3127], [-4.0722, 1.2402, 0.8753], [-3.4285, 0.0819, 0.9798], [-3.3883, 2.1403, 1.6171], [-5.2636, 1.1563, 1.4373], [1.0400, 2.3763, 2.8233], [-0.2574, 2.3921, 3.0791], [1.4130, 3.4788, 2.1930], [1.7216, 2.2919, 3.9543], [1.5260, 0.8643, 1.7590], [2.7919, 0.4226, 2.2273], [0.4491, -0.0918, 1.9271], [1.4044, 1.3634, 0.1724], [2.9040, 1.6206, -0.2927], [3.7222, 2.4787, 0.5334], [3.5024, 0.4450, -0.8733], [2.5992, 2.6907, -1.7967], [1.9162, 3.7905, -1.4350], [3.7534, 3.0896, -2.2987], [1.9030, 2.0283, -2.7160]], "lowdin_charge": [0.23, 0.05, 0.06, 0.08, 0.05, -0.05, -0.30, -0.16, -0.20, -0.09, 0.19, 0.11, 0.17, 0.17, 0.06, 0.06, 0.09, 0.08, 0.14, 0.12, 0.09, 0.09, 0.09, 0.04, -0.06, 0.01, 0.07, -0.11, 0.07, 0.02, -0.13, 0.05, 0.02, -0.07, 0.03, 0.03, 0.04, 0.11, 0.11, 0.11, 0.15, 0.10, 0.14, 0.15, 0.13, 0.15, 0.16, 0.13, 0.11, 0.10, 0.12, -0.68, 0.15, 0.19, 0.14, 0.66, -0.28, -0.31, -0.32, 0.58, -0.27, -0.30, -0.70, 0.17, 0.11, 0.17, -0.65, 0.10, 0.20, 0.16, 0.71, -0.33, -0.24, -0.30, 0.61, -0.28, -0.25, -0.65, 0.14, 0.11, 0.17, -0.66, 0.15, 0.15, 0.16, 0.65, -0.29, -0.33, -0.30, 0.58, -0.28, -0.29, -0.66, 0.12, 0.17, 0.12], "de_lowest_ev": 0.000, "total_charge": 1, "orbital_gap_ev": 7.737}

---

{"formula": "C22H30F5N2O7P2SSr", "method": "ωB97M-V/def2-TZVPD", "symbols": ["C", "C", "C", "C", "C", "C", "C", "C", "C", "O", "C", "O", "C", "O", "P", "C", "C", "N", "N", "C", "S", "C", "F", "F", "C", "C", "C", "C", "C", "C", "F", "F", "F", "C", "P", "O", "O", "O", "O", "H", "H", "H", "H", "H", "H", "H", "H", "H", "H", "H", "H", "H", "H", "H", "H", "H", "H", "H", "H", "H", "H", "H", "H", "H", "H", "H", "H", "H", "H", "Sr"], "coordinates": [[2.7739, 4.5820, 0.4479], [1.2059, 4.8517, 0.2691], [0.4617, 3.4873, 0.7055], [0.4465, 2.5454, -0.5574], [-0.1328, 1.0743, -0.2738], [0.1377, 0.3718, -1.7028], [-1.1644, 0.1170, -2.5557], [-1.6846, 1.3808, -3.3671], [-3.1479, 0.9894, -3.9073], [-4.2122, 1.6495, -3.1890], [-4.2301, 3.0226, -3.4697], [-4.4111, 3.4649, -4.5722], [-1.6357, 1.1590, 0.2352], [-1.9049, 0.0394, 1.1149], [-0.4657, -0.7474, 1.6809], [-0.4541, 0.6162, 3.0356], [-1.8661, 1.0306, 3.5860], [-2.2371, 2.2650, 3.5289], [-0.5350, -1.9192, 0.3030], [-1.6603, -2.1664, -0.1199], [-3.1397, -2.6582, -0.5569], [1.2499, -1.5125, 2.1490], [1.2033, -2.4261, 3.2191], [2.1561, -0.5034, 2.5588], [1.9491, -2.2395, 0.9665], [2.8032, -1.4983, -0.0108], [3.5203, -2.1226, -1.1179], [3.4301, -3.5697, -1.3469], [2.5456, -4.3803, -0.3682], [2.3135, -5.9653, -0.4995], [3.2831, -6.6124, -1.3615], [2.1678, -6.5902, 0.6839], [1.0964, -6.0996, -1.1570], [1.8628, -3.7187, 0.7464], [-1.6925, -2.1170, 2.9623], [-3.1627, -1.8859, 2.7797], [-1.3980, -1.9481, 4.6005], [-1.3750, -3.7580, 2.6162], [0.5423, 0.3835, 0.7925], [3.0820, 4.7334, 1.5226], [3.0395, 3.5104, 0.1952], [3.3759, 5.2494, -0.2270], [0.8497, 5.7020, 0.9045], [1.0266, 5.0024, -0.8312], [-0.5480, 3.7907, 1.0829], [1.1306, 3.0201, 1.4769], [-0.0992, 2.9806, -1.4431], [1.5306, 2.4096, -0.8631], [0.8072, 1.0372, -2.3329], [0.7223, -0.5922, -1.5847], [-2.0389, -0.2896, -1.9855], [-0.9021, -0.6678, -3.3309], [-1.0508, 1.5026, -4.2893], [-1.7340, 2.3129, -2.7369], [-3.2236, 1.1403, -5.0193], [-3.2944, -0.1167, -3.7291], [-4.0233, 3.6990, -2.5912], [-2.4758, 1.2140, -0.5080], [-1.8309, 2.0822, 0.8680], [0.0071, 1.5373, 2.5922], [0.1862, 0.3671, 3.9424], [-2.5994, 0.3377, 4.0777], [-1.5047, 2.8364, 3.0875], [2.8824, -0.3942, 0.1914], [4.1466, -1.4387, -1.7540], [4.0050, -4.0181, -2.2023], [1.2560, -4.3700, 1.4305], [-0.5564, -1.4969, 4.7954], [-1.0510, -4.1545, 3.4473], [4.2454, -5.5179, -3.0347]], "lowdin_charge": [-0.13, -0.22, -0.20, -0.13, -0.39, -0.12, -0.21, -0.14, -0.18, -0.08, -0.31, 0.09, -0.11, -0.33, 0.60, -0.21, -0.25, 0.07, -0.04, -0.80, 0.73, -0.43, 0.00, 0.02, -0.03, 0.03, -0.04, -0.15, -0.06, -0.42, -0.17, 0.19, 0.12, 0.09, 0.55, -0.32, -0.18, -0.22, -0.28, 0.08, 0.06, 0.07, 0.10, 0.10, 0.10, 0.11, 0.12, 0.11, 0.11, 0.09, 0.07, 0.12, 0.12, 0.10, 0.12, 0.13, 0.16, 0.13, 0.11, 0.07, 0.09, 0.10, 0.02, 0.13, 0.13, -0.14, 0.14, 0.05, 0.06, 1.92], "total_charge": 1, "orbital_gap_ev": 2.658}